(1)
Below is a molecular structure, C32H28CdN6O3S3 at a distorted geometry, with properties calculated with ωB97M-V/def2-TZVPD.

```
73
Properties=species:S:1:pos:R:3:mulliken_charge:R:1
Cd -0.827 0.578 -1.125 0.2332
C -0.333 -2.241 2.261 -2.1533
C -0.693 -1.511 0.999 -0.2400
N -0.272 -0.328 0.709 2.5966
N 0.512 0.417 1.501 -1.5062
C 0.600 1.682 1.087 0.7896
O -0.047 2.214 0.139 -1.1852
C 1.490 2.554 1.885 0.4277
C 2.395 2.037 2.806 -0.2562
C 3.224 2.892 3.507 -0.8428
C 3.140 4.263 3.321 -0.3822
C 2.230 4.783 2.414 -0.9680
C 1.426 3.930 1.686 -0.1693
C -1.557 -2.139 -0.008 1.9998
C -2.168 -3.382 0.189 -1.1323
C -3.005 -3.887 -0.788 -0.8413
C -3.206 -3.157 -1.949 -0.7424
C -2.558 -1.940 -2.075 -0.8229
N -1.769 -1.452 -1.139 0.4545
H 0.265 -1.580 2.882 0.4833
H 0.253 -3.129 2.023 0.2682
H -1.224 -2.548 2.806 0.3859
H 2.463 0.969 2.928 0.4946
H 3.948 2.491 4.201 0.4250
H 3.787 4.926 3.875 0.4292
H 2.159 5.851 2.270 0.4146
H 0.749 4.321 0.943 0.3260
H -1.997 -3.934 1.101 0.5428
H -3.500 -4.837 -0.644 0.5103
H -3.844 -3.524 -2.737 0.5231
H -2.674 -1.330 -2.960 0.5221
O 0.471 0.342 -2.705 -1.6069
C 1.599 -0.353 -2.337 4.1122
C 1.245 -1.788 -1.989 -0.2761
C 0.469 -2.557 -2.806 -0.5759
C 0.268 -3.869 -2.330 -0.8068
C 0.914 -4.096 -1.159 -0.6715
S 1.774 -2.700 -0.618 -0.1132
C 2.404 0.412 -1.300 -0.5882
C 2.502 1.773 -1.293 -0.6850
C 3.462 2.263 -0.382 -0.7817
C 4.109 1.267 0.271 -0.7078
S 3.544 -0.288 -0.204 -0.0723
C 2.579 -0.434 -3.498 -0.7700
C 3.513 -1.391 -3.750 -0.3237
C 4.331 -1.079 -4.860 -0.7736
C 4.002 0.112 -5.421 -0.5752
S 2.680 0.873 -4.614 -0.1001
H 0.067 -2.173 -3.726 0.6823
H -0.331 -4.603 -2.840 0.4758
H 0.955 -5.002 -0.585 0.5171
H 1.903 2.386 -1.945 0.5539
H 3.657 3.310 -0.229 0.5093
H 4.875 1.336 1.019 0.5586
H 3.621 -2.285 -3.162 0.4819
H 5.125 -1.715 -5.216 0.4078
H 4.450 0.593 -6.269 0.4648
C -5.476 -0.945 1.908 -0.9403
N -4.603 0.204 1.858 0.1696
C -4.444 1.016 2.917 0.0023
C -3.627 2.095 2.856 -1.0945
C -2.918 2.302 1.631 0.9828
N -3.027 1.464 0.615 -0.3621
C -3.876 0.421 0.656 0.1955
O -4.055 -0.343 -0.273 -0.6463
N -2.153 3.390 1.470 -0.3546
H -6.153 -0.860 2.756 0.3513
H -4.887 -1.862 1.991 0.2598
H -6.042 -1.000 0.979 0.2990
H -4.999 0.759 3.809 0.3467
H -3.498 2.756 3.698 0.3513
H -1.894 3.927 2.281 0.2674
H -1.499 3.352 0.692 0.2522
```

***

(2)
Below is a molecular structure, C32H28GaN6O10P2 at a distorted geometry, with properties calculated with ωB97M-V/def2-TZVPD.

```
79
Properties=species:S:1:pos:R:3:mulliken_charge:R:1
Ga 1.471 0.355 -2.158 0.6740
O 5.457 -0.716 -1.462 -0.5023
P 4.134 -0.961 -2.301 0.6697
O 3.933 -2.343 -2.727 -0.6541
O 3.031 -0.342 -1.405 0.0365
O 4.324 0.098 -3.491 -0.3136
P 3.187 0.208 -4.641 0.9786
O 3.241 1.790 -4.914 -0.5297
O 3.468 -0.600 -5.815 -0.7533
O 1.824 0.010 -3.946 -0.4188
H 6.080 -1.414 -1.656 0.3459
H 3.824 1.934 -5.660 0.3417
C -6.336 -5.273 7.370 -0.8433
O -5.203 -5.850 6.760 -0.4533
C -4.594 -5.197 5.756 0.8831
C -3.554 -5.886 5.118 -0.6500
C -2.884 -5.331 4.054 -0.6087
C -3.222 -4.052 3.602 0.2514
C -4.233 -3.352 4.265 -0.9142
C -4.921 -3.913 5.317 -0.3394
C -2.589 -3.398 2.487 0.3520
N -2.758 -2.118 2.227 -0.7876
C -2.002 -1.851 1.143 0.7732
C -1.353 -3.016 0.699 0.1069
N -1.753 -3.988 1.570 -0.0633
C -0.496 -3.014 -0.431 0.2989
C 0.070 -4.133 -1.067 -0.3465
C 0.865 -3.947 -2.173 -1.3484
C 1.146 -2.651 -2.620 0.0546
N 0.640 -1.594 -2.021 -0.2038
C -0.194 -1.743 -0.981 0.1123
C -0.834 -0.546 -0.516 -0.3223
N -0.520 0.602 -1.136 -0.0467
C -1.201 1.691 -0.827 0.3491
C -2.233 1.711 0.112 -1.3345
C -2.537 0.558 0.800 -0.3985
C -1.816 -0.602 0.498 0.2446
H -6.708 -6.023 8.063 0.2428
H -7.108 -5.046 6.632 0.3525
H -6.077 -4.367 7.923 0.3346
H -3.300 -6.869 5.479 0.4282
H -2.089 -5.891 3.583 0.2873
H -4.475 -2.360 3.921 0.4612
H -5.708 -3.350 5.789 0.4164
H -1.504 -4.962 1.543 0.2100
H -0.147 -5.126 -0.701 0.4690
H 1.295 -4.785 -2.694 0.4587
H 1.801 -2.482 -3.461 0.6986
H -0.944 2.600 -1.348 0.2567
H -2.770 2.629 0.293 0.4907
H -3.314 0.505 1.546 0.6289
O 4.109 5.831 1.339 -0.5089
C 4.462 4.508 1.657 -0.6612
C 3.548 3.563 0.933 0.3474
C 3.372 2.247 1.355 -1.0927
C 2.576 1.405 0.600 -0.1660
N 1.970 1.804 -0.509 0.0774
C 2.097 3.073 -0.909 0.2493
C 2.876 3.984 -0.210 -0.6165
C 1.319 3.393 -2.117 0.6653
C 0.838 4.663 -2.411 -1.0085
C -0.021 4.827 -3.493 0.5102
C -0.679 6.159 -3.751 -0.8126
O -0.105 7.222 -3.048 -0.5263
C -0.309 3.715 -4.283 -1.2720
C 0.231 2.490 -3.939 -0.2338
N 0.999 2.337 -2.868 0.3451
H 4.710 6.442 1.777 0.3190
H 4.404 4.323 2.739 0.3595
H 5.492 4.285 1.334 0.2908
H 3.863 1.881 2.244 0.4450
H 2.422 0.368 0.870 0.5322
H 3.006 5.002 -0.537 0.5321
H 1.054 5.515 -1.785 0.7173
H -1.715 6.096 -3.397 0.2731
H -0.721 6.349 -4.830 0.4424
H 0.698 7.515 -3.491 0.3212
H -0.959 3.809 -5.141 0.4855
H 0.047 1.597 -4.523 0.6096
```

Calculated values
Total charge: +1

***

(3)
Below is 2 unconnected molecules or ions with the total composition C32H28N2O2 at a distorted geometry, with properties calculated with ωB97M-V/def2-TZVPD.

```
64
Properties=species:S:1:pos:R:3:mulliken_charge:R:1
C 4.496 2.142 -2.494 -1.3162
C 3.145 2.611 -1.995 0.1292
O 2.111 1.749 -2.556 -0.3808
C 0.879 2.124 -2.131 0.6007
C -0.148 1.148 -2.484 0.9213
C -1.524 1.525 -2.579 0.6537
C -1.966 2.816 -2.192 -0.3174
C -3.319 3.129 -2.102 -0.7290
C -4.268 2.170 -2.463 -0.4098
C -3.869 0.928 -2.968 -0.6681
C -2.507 0.620 -3.072 -0.5527
C 0.354 0.027 -3.155 -0.3887
N 0.769 -0.877 -3.777 -0.7106
O 0.724 3.193 -1.506 -0.7524
H 5.300 2.542 -1.876 0.3977
H 4.576 1.051 -2.489 0.3204
H 4.685 2.502 -3.508 0.3314
H 3.062 2.536 -0.901 0.0373
H 2.931 3.649 -2.291 0.2942
H -1.214 3.547 -1.928 0.4576
H -3.608 4.112 -1.732 0.3948
H -5.322 2.406 -2.352 0.3946
H -4.622 0.199 -3.263 0.3836
H -2.187 -0.321 -3.516 0.4036
C 2.076 -5.892 -0.414 -0.9916
N 1.149 -5.327 0.551 0.2351
C 0.924 -6.200 1.692 -1.0160
C 0.885 -3.956 0.606 -0.1912
C -0.171 -3.389 -0.145 -0.8841
C -0.512 -2.061 0.016 -0.3080
C 0.224 -1.214 0.875 0.3280
C -0.244 0.120 1.172 0.7450
C 0.596 1.184 1.680 -0.0346
C -0.252 2.166 2.310 -0.0495
C 0.291 3.214 3.035 -0.3298
C 1.680 3.337 3.092 -0.7636
C 2.516 2.391 2.476 -1.0104
C 1.977 1.301 1.784 -0.1169
C -1.636 1.749 2.128 -0.2618
C -1.634 0.499 1.397 1.0037
C -2.836 -0.193 1.258 -0.1767
C -4.020 0.405 1.706 -0.9652
C -4.009 1.630 2.386 -0.7619
C -2.805 2.292 2.629 -0.3634
C 1.340 -1.775 1.558 -0.9035
C 1.660 -3.115 1.428 -0.4692
H 2.312 -5.159 -1.198 0.3227
H 3.017 -6.209 0.078 0.3096
H 1.633 -6.790 -0.881 0.3201
H 0.263 -5.717 2.425 0.3015
H 0.453 -7.140 1.353 0.3296
H 1.877 -6.469 2.186 0.3416
H -0.730 -4.024 -0.828 0.4405
H -1.366 -1.646 -0.524 0.5889
H -0.378 3.922 3.522 0.4302
H 2.117 4.179 3.622 0.4134
H 3.597 2.504 2.530 0.4315
H 2.625 0.541 1.335 0.7415
H -2.852 -1.197 0.829 0.4684
H -4.969 -0.098 1.528 0.4258
H -4.938 2.067 2.740 0.4190
H -2.760 3.226 3.186 0.4359
H 1.907 -1.161 2.252 0.6466
H 2.519 -3.525 1.952 0.4251
```

***

In the order shown, the computed ΔE to the lowest compared entry with this formula, charge and spin values come out to 32.1; 0.0; 0.0 kcal/mol.
In the order shown, the computed Kohn-Sham gap values come out to 7.1; 6.8; 3.2 eV.
In the order shown, the computed total energy values come out to -85792.0552; -134014.6420; -40710.6630 eV.